Model P:
Density functional theory data (ωB97M-V/def2-TZVPD) for a molecular structure, C4H8O.

Last column: Löwdin charge in e.
Geometry (Å):
C: 1.114 0.297 1.504  0.023
C: -0.181 0.315 -0.060  -0.289
O: 0.427 -0.999 0.545  -0.093
C: -0.093 0.219 -1.549  -0.158
C: -1.411 -0.011 -0.854  -0.160
H: 1.839 0.845 0.914  0.073
H: 1.615 -0.442 2.148  0.066
H: 0.480 0.959 2.084  0.059
H: -0.264 -1.367 1.122  0.116
H: 0.068 1.142 -2.102  0.089
H: 0.380 -0.657 -1.989  0.095
H: -2.197 0.737 -0.910  0.087
H: -1.775 -1.039 -0.852  0.092

## Properties
Total charge = 0
Gap between HOMO and LUMO = 8.04 eV

---

Model Q:
Density functional theory data (ωB97M-V/def2-TZVPD) for a single C4H8O molecule.

Last column: Löwdin charge in e.
Geometry (Å):
O: 1.817 0.727 -0.219  -0.034
C: 0.800 -0.232 -0.408  -0.385
C: -0.003 -0.587 0.865  -0.138
C: -1.226 0.208 0.365  -0.164
C: -0.480 0.421 -0.974  -0.126
H: 2.442 0.352 0.414  0.092
H: 1.196 -1.113 -0.932  0.135
H: 0.468 -0.217 1.775  0.105
H: -0.193 -1.657 0.956  0.104
H: -1.431 1.127 0.920  0.101
H: -2.158 -0.363 0.303  0.098
H: -0.314 1.460 -1.255  0.108
H: -0.920 -0.124 -1.810  0.104

## Properties
Total charge = 0
Gap between HOMO and LUMO = 10.99 eV
SMILES = OC1CCC1

---

Which one is most stable, and which one is least stable? model Q is the most stable of them, while model P is the least stable.

---

Model P:
Density functional theory data (ωB97M-V/def2-TZVPD) for a single C2H4O2 molecule.

Last column: Löwdin charge in e.
Geometry (Å):
C: 0.392 0.339 -0.133  -0.082
C: -0.823 0.123 0.564  -0.065
O: 1.974 -1.170 -1.469  -0.150
O: 0.917 -0.809 -0.662  -0.168
H: 0.962 1.279 -0.404  0.156
H: -1.330 -0.683 -0.011  0.117
H: -1.383 1.125 0.572  0.125
H: -0.709 -0.206 1.543  0.066

## Properties
Total charge = 0
Gap between HOMO and LUMO (spin up / spin down) = 8.86 / 8.28 eV

---

Model Q:
Density functional theory data (ωB97M-V/def2-TZVPD) for a molecular structure, C2H4O2.

Last column: Löwdin charge in e.
Geometry (Å):
C: 1.391 -0.088 -0.053  -0.055
C: -0.101 0.117 0.036  -0.651
H: 1.510 -1.515 -0.340  0.196
H: 1.741 0.008 1.293  0.175
H: 1.981 0.762 -0.704  0.116
H: -1.706 -0.908 -0.015  0.116
O: -0.762 -1.048 -0.006  0.066
O: -0.646 1.233 -0.011  0.037

## Properties
Total charge = 0
Gap between HOMO and LUMO = 11.00 eV

---

Model R:
Density functional theory data (ωB97M-V/def2-TZVPD) for a single C2H4O2 molecule.

Last column: Löwdin charge in e.
Geometry (Å):
O: -1.499 0.270 -0.096  -0.043
C: -0.356 -0.520 -0.034  -0.252
C: 0.923 0.286 -0.060  -0.229
O: 0.945 1.495 -0.052  0.057
H: -1.193 1.119 0.257  0.084
H: -0.323 -1.112 0.900  0.129
H: -0.351 -1.224 -0.876  0.129
H: 1.854 -0.314 -0.040  0.125

## Properties
Total charge = 0
Gap between HOMO and LUMO = 11.36 eV
SMILES = O=CCO

---

Which one is most stable, and which one is least stable? model R is the most stable of them, while model P is the least stable.

---

Model P:
Density functional theory data (ωB97M-V/def2-TZVPD) for 2 unconnected molecules or ions with the total composition C2H4O2.

Last column: Löwdin charge in e.
Geometry (Å):
O: 2.761 -3.340 -2.582  -0.023
C: 3.953 -3.223 -2.376  -0.124
H: 4.402 -2.372 -2.877  0.072
H: 4.543 -4.007 -1.904  0.075
O: -4.955 3.798 2.477  0.002
C: -3.885 3.262 2.415  -0.144
H: -2.939 3.462 3.028  0.101
H: -3.879 2.421 1.819  0.042

## Properties
Total charge = 0
Gap between HOMO and LUMO = 10.97 eV
SMILES = C=O.C=O

---

Model Q:
Density functional theory data (ωB97M-V/def2-TZVPD) for 2 unconnected molecules or ions with the total composition C2H4O2.

Last column: Löwdin charge in e.
Geometry (Å):
O: 0.211 0.999 -0.022  -0.003
C: 0.552 1.643 -0.935  -0.158
H: 1.460 2.347 -0.917  0.101
H: -0.064 1.689 -1.842  0.078
O: -0.538 -2.848 1.139  -0.044
C: -0.509 -1.646 0.893  -0.145
H: -0.162 -0.990 1.738  0.084
H: -0.950 -1.193 -0.055  0.085

## Properties
Total charge = 0
Gap between HOMO and LUMO = 10.39 eV
SMILES = C=O.C=O

---

Which one is most stable, and which one is least stable? model Q is the most stable of them, while model P is the least stable.

---

Model P:
Density functional theory data (ωB97M-V/def2-TZVPD) for a molecular structure, C6H13N2O.

Last column: Löwdin charge in e.
Geometry (Å):
C: 0.340 1.849 -0.452  -0.001
C: -0.082 0.726 0.100  -0.150
C: -0.582 1.822 -1.530  -0.180
C: -1.016 0.474 -1.091  -0.348
C: -0.583 -0.585 -2.095  -0.045
C: 0.359 -0.128 1.198  -0.344
N: 2.201 -1.213 1.995  0.117
N: -0.825 -1.010 1.701  0.238
O: 1.365 -0.939 0.806  -0.096
H: 1.129 2.488 -0.256  0.110
H: -1.443 2.616 -1.644  0.172
H: -0.063 1.822 -2.548  0.149
H: -2.132 0.384 -0.874  0.158
H: 0.424 -0.224 -2.436  0.109
H: -1.316 -0.525 -2.908  0.095
H: -0.545 -1.554 -1.604  0.069
H: 0.747 0.550 2.104  0.208
H: 2.313 -2.223 1.855  0.112
H: 3.036 -0.765 1.884  0.058
H: -1.316 -1.491 1.002  0.120
H: -0.432 -1.656 2.514  0.216
H: -1.580 -0.419 2.278  0.234

## Properties
Total charge = +1
Gap between HOMO and LUMO = 9.70 eV

---

Model Q:
Density functional theory data (ωB97M-V/def2-TZVPD) for 2 unconnected molecules or ions with the total composition C6H13N2O.

Last column: Löwdin charge in e.
Geometry (Å):
C: -0.017 3.088 -1.532  0.119
C: 1.177 1.088 -0.823  -0.375
C: 1.716 1.280 0.559  0.001
C: -1.679 -0.288 1.190  -0.088
C: -0.852 -3.109 0.500  -0.035
C: -0.485 -0.652 0.399  -0.123
N: 0.828 2.164 -1.510  0.122
N: -0.177 -1.869 0.137  -0.047
O: 1.611 0.033 -1.486  0.116
H: 0.211 3.963 -2.130  0.107
H: -0.974 3.046 -1.020  0.112
H: 2.585 1.936 0.521  0.107
H: 2.027 0.321 0.960  0.094
H: 0.977 1.735 1.209  0.092
H: -2.489 -0.095 0.486  0.094
H: -1.497 0.639 1.733  0.068
H: -2.007 -1.050 1.898  0.071
H: -0.284 -3.634 1.268  0.099
H: -1.853 -2.905 0.869  0.081
H: -0.924 -3.747 -0.379  0.096
H: 1.438 0.080 -2.442  0.158
H: 0.668 -2.024 -0.409  0.130

## Properties
Total charge = +1
Gap between HOMO and LUMO (spin up / spin down) = 7.32 / 7.33 eV

---

Which one is most stable, and which one is least stable? model Q is the most stable of them, while model P is the least stable.